Version A
Density functional theory data (wB97M-V/def2-TZVPD) for 2 unconnected molecules or ions with the total composition C6H11N2.

Computed properties:
spin multiplicity = 1
net charge = +1

Atoms and positions in Å:
C1 -1.442 -1.972 0.944
C2 -1.516 -0.556 0.429
C3 -0.489 -0.095 -0.363
C4 -0.388 1.248 -0.791
N1 0.772 1.298 -1.565
C5 1.431 0.072 -1.504
C6 0.729 -0.787 -0.661
N2 0.809 0.729 2.456
H1 -0.759 -2.094 1.782
H2 -2.285 -2.500 1.380
H3 -2.512 -0.115 0.219
H4 0.158 1.227 3.043
H5 -0.904 2.139 -0.519
H6 0.928 1.972 -2.317
H7 2.406 -0.037 -1.980
H8 1.006 -1.806 -0.528
H9 -1.285 -2.614 0.045
H10 0.560 0.864 1.492
H11 1.758 1.013 2.669

Atom charges from the Löwdin analysis, given in e for atoms 1 to 8: C -0.041; C 0.076; C -0.292; C 0.059; N 0.097; C -0.025; C 0.015; N 0.054

Version B
Density functional theory data (wB97M-V/def2-TZVPD) for a gas-phase ion, C6H11N2 (charge +1).

Computed properties:
spin multiplicity = 1
net charge = +1

Atoms and positions in Å:
N1 2.480 0.150 -0.506
C1 1.481 0.153 0.387
C2 0.909 -1.154 0.747
C3 -0.153 -1.679 0.577
C4 -1.365 -1.402 -0.167
C5 -1.068 -0.153 -0.982
C6 -0.061 0.757 -0.258
N2 -0.703 1.157 0.951
H1 3.201 0.885 -0.469
H2 2.574 -0.741 -1.030
H3 1.512 0.790 1.302
H4 -1.461 -2.361 -0.858
H5 -2.113 -1.270 0.578
H6 -0.797 -0.522 -2.053
H7 -1.931 0.405 -0.941
H8 0.164 1.512 -0.961
H9 -1.652 1.654 0.687
H10 -0.201 1.686 1.634
H11 -0.817 0.134 1.362

Atom charges from the Löwdin analysis, given in e for atoms 1 to 8: N 0.076; C -0.330; C 0.032; C -0.047; C -0.189; C -0.121; C -0.247; N 0.159

Version C
Density functional theory data (wB97M-V/def2-TZVPD) for 2 unconnected molecules or ions with the total composition C6H11N2.

Computed properties:
spin multiplicity = 1
net charge = +1

Atoms and positions in Å:
C1 3.240 -0.281 0.858
C2 1.782 -0.923 0.852
C3 1.099 0.254 0.858
C4 -1.319 1.440 -0.498
C5 -0.776 2.162 -1.370
N1 -0.922 -1.657 -0.083
C6 -1.889 -0.789 -0.780
N2 -1.950 0.470 -0.035
H1 3.436 0.177 1.810
H2 3.362 0.476 0.079
H3 4.025 -1.038 0.711
H4 1.584 -1.687 1.598
H5 -0.191 -2.005 -0.702
H6 0.994 0.941 0.019
H7 0.644 0.663 1.764
H8 -0.527 3.161 -1.688
H9 -0.471 -1.130 0.639
H10 -1.527 -0.604 -1.785
H11 -2.864 -1.256 -0.678

Atom charges from the Löwdin analysis, given in e for atoms 1 to 8: C -0.064; C -0.086; C -0.022; C -0.172; C 0.321; N 0.041; C -0.202; N 0.201

version A takes first place; second place is 3.121 eV up.

Version A
Density functional theory data (wB97M-V/def2-TZVPD) for a molecular structure, C34H35N4O2S2SiV.

Computed properties:
spin multiplicity = 4
<S²> = 3.776
net charge = +1

Atoms and positions in Å:
V1 -0.414 -0.707 -0.841
C1 -3.272 -3.208 1.110
C2 -2.041 -2.646 0.486
N1 -1.954 -1.342 0.107
N2 -2.989 -0.512 0.524
C3 -3.026 0.739 0.039
N3 -3.992 1.539 0.499
S1 -1.913 1.285 -1.119
C4 -0.851 -3.380 0.238
C5 -0.629 -4.718 0.608
C6 0.594 -5.291 0.356
C7 1.598 -4.545 -0.267
C8 1.319 -3.243 -0.614
N4 0.136 -2.667 -0.380
H1 -4.163 -2.808 0.622
H2 -3.339 -2.972 2.176
H3 -3.299 -4.290 1.011
H4 -3.309 -0.660 1.478
H5 -4.633 1.240 1.214
H6 -3.979 2.508 0.234
H7 -1.408 -5.279 1.102
H8 0.781 -6.316 0.647
H9 2.572 -4.965 -0.467
H10 2.062 -2.617 -1.093
C9 0.426 4.649 -6.029
C10 -0.033 3.328 -5.484
C11 -1.388 3.034 -5.369
C12 -1.812 1.810 -4.874
C13 -0.863 0.866 -4.513
C14 0.497 1.135 -4.608
C15 0.901 2.366 -5.090
S2 -1.428 -0.681 -3.871
C16 -0.978 -1.767 -5.212
O1 -0.414 -1.084 -2.798
H11 -0.352 5.405 -5.946
H12 0.686 4.553 -7.085
H13 1.313 5.004 -5.505
H14 -2.121 3.777 -5.653
H15 -2.867 1.597 -4.755
H16 1.225 0.401 -4.286
H17 1.958 2.591 -5.157
H18 0.087 -1.661 -5.411
H19 -1.567 -1.493 -6.086
H20 -1.217 -2.781 -4.895
O2 0.906 0.107 0.123
Si1 1.177 0.449 1.701
C17 -0.436 0.217 2.659
C18 -1.301 1.291 2.878
C19 -2.509 1.121 3.547
C20 -2.873 -0.135 4.014
C21 -2.020 -1.218 3.813
C22 -0.818 -1.041 3.140
C23 2.449 -0.716 2.412
C24 3.407 -1.305 1.585
C25 4.373 -2.157 2.101
C26 4.399 -2.432 3.461
C27 3.461 -1.850 4.302
C28 2.495 -1.001 3.779
C29 1.692 2.235 1.838
C30 2.436 2.697 2.926
C31 2.762 4.040 3.048
C32 2.348 4.944 2.079
C33 1.612 4.502 0.989
C34 1.288 3.157 0.871
H21 -1.016 2.281 2.537
H22 -3.151 1.975 3.731
H23 -3.796 -0.266 4.566
H24 -2.280 -2.191 4.212
H25 -0.157 -1.891 3.004
H26 3.401 -1.086 0.523
H27 5.112 -2.601 1.446
H28 5.153 -3.094 3.867
H29 3.481 -2.059 5.364
H30 1.763 -0.561 4.449
H31 2.777 2.000 3.684
H32 3.344 4.381 3.894
H33 2.604 5.992 2.172
H34 1.294 5.205 0.229
H35 0.719 2.814 0.014

Atom charges from the Löwdin analysis, given in e for atoms 1 to 8: V 0.740; C -0.012; C -0.249; N -0.112; N 0.023; C -0.787; N 0.129; S 0.763

Version B
Density functional theory data (wB97M-V/def2-TZVPD) for a molecular structure, C34H35N4O2S2SiV.

Computed properties:
spin multiplicity = 4
<S²> = 3.775
net charge = +1

Atoms and positions in Å:
V1 1.399 1.432 -0.336
C1 4.365 0.105 -3.212
C2 3.239 0.752 -2.479
N1 3.116 0.695 -1.170
N2 4.135 0.237 -0.378
C3 4.154 0.635 0.898
N3 5.104 0.151 1.706
S1 3.002 1.745 1.488
C4 2.217 1.561 -3.081
C5 2.050 1.733 -4.466
C6 1.115 2.622 -4.933
C7 0.343 3.351 -4.015
C8 0.522 3.126 -2.678
N4 1.421 2.242 -2.196
H1 4.350 -0.980 -3.071
H2 5.328 0.485 -2.856
H3 4.322 0.297 -4.279
H4 4.814 -0.411 -0.754
H5 5.806 -0.499 1.396
H6 5.118 0.448 2.665
H7 2.653 1.164 -5.157
H8 0.978 2.761 -5.996
H9 -0.388 4.074 -4.347
H10 -0.064 3.642 -1.927
C9 -0.212 1.721 7.229
C10 -0.480 1.721 5.752
C11 -0.888 0.567 5.097
C12 -1.154 0.574 3.734
C13 -1.019 1.757 3.029
C14 -0.596 2.926 3.656
C15 -0.330 2.899 5.010
S2 -1.319 1.699 1.284
C16 -2.645 2.884 1.118
O1 -0.136 2.460 0.662
H11 -0.128 0.708 7.618
H12 -1.024 2.220 7.762
H13 0.708 2.258 7.460
H14 -0.995 -0.357 5.653
H15 -1.458 -0.335 3.227
H16 -0.457 3.834 3.082
H17 0.002 3.802 5.509
H18 -2.334 3.853 1.502
H19 -3.506 2.508 1.670
H20 -2.880 2.937 0.056
O2 0.282 -0.034 -0.534
Si1 -0.735 -1.271 -0.763
C17 0.181 -2.650 -1.646
C18 -0.427 -3.888 -1.860
C19 0.242 -4.915 -2.509
C20 1.544 -4.725 -2.952
C21 2.168 -3.504 -2.742
C22 1.489 -2.479 -2.097
C23 -2.205 -0.621 -1.742
C24 -3.301 -1.405 -2.108
C25 -4.362 -0.872 -2.826
C26 -4.349 0.466 -3.197
C27 -3.269 1.264 -2.845
C28 -2.213 0.722 -2.126
C29 -1.364 -1.966 0.867
C30 -0.485 -2.662 1.702
C31 -0.901 -3.168 2.925
C32 -2.220 -3.002 3.331
C33 -3.113 -2.326 2.512
C34 -2.683 -1.808 1.296
H21 -1.438 -4.065 -1.508
H22 -0.249 -5.867 -2.667
H23 2.069 -5.526 -3.455
H24 3.187 -3.356 -3.084
H25 1.974 -1.523 -1.937
H26 -3.338 -2.452 -1.827
H27 -5.201 -1.500 -3.098
H28 -5.175 0.882 -3.758
H29 -3.247 2.307 -3.137
H30 -1.370 1.350 -1.859
H31 0.542 -2.821 1.388
H32 -0.203 -3.704 3.556
H33 -2.552 -3.409 4.277
H34 -4.144 -2.202 2.819
H35 -3.389 -1.273 0.670

Atom charges from the Löwdin analysis, given in e for atoms 1 to 8: V 0.736; C 0.001; C -0.267; N -0.098; N 0.025; C -0.776; N 0.119; S 0.751

version A takes first place; second place is 0.339 eV up.

Version A
Density functional theory data (wB97M-V/def2-TZVPD) for a single C5H12N2 molecule.

Computed properties:
spin multiplicity = 1
net charge = 0

Atoms and positions in Å:
C1 -2.347 1.449 0.433
C2 -2.130 0.036 0.960
C3 -0.898 -0.746 0.467
C4 0.401 0.014 0.680
N1 1.548 -0.771 0.304
C5 2.159 -0.605 -0.787
N2 1.789 0.232 -1.826
H1 -2.519 1.407 -0.642
H2 -1.417 2.009 0.547
H3 -3.084 1.989 1.018
H4 -2.991 -0.613 0.774
H5 -1.977 0.071 2.047
H6 -0.810 -1.621 1.106
H7 -1.002 -1.153 -0.544
H8 0.394 0.934 0.076
H9 0.418 0.320 1.723
H10 3.151 -1.022 -0.869
H11 1.050 0.900 -1.680
H12 2.025 -0.019 -2.767

Atom charges from the Löwdin analysis, given in e for atoms 1 to 8: C -0.110; C -0.271; C -0.216; C -0.270; N 0.010; C -0.298; N 0.080; H 0.074

Version B
Density functional theory data (wB97M-V/def2-TZVPD) for 2 unconnected molecules or ions with the total composition C5H12N2.

Computed properties:
spin multiplicity = 1
net charge = 0

Atoms and positions in Å:
C1 1.457 1.223 0.315
C2 1.453 1.275 1.649
N1 2.470 0.755 2.476
C3 2.880 -0.427 2.279
H1 2.156 0.640 -0.266
H2 0.707 1.821 -0.185
H3 0.665 1.785 2.188
H4 3.673 -0.783 2.928
H5 2.473 -1.069 1.497
C4 -2.544 0.375 -0.983
N2 -2.281 -0.875 -1.666
C5 -0.956 -1.389 -1.391
H6 -2.859 0.216 0.055
H7 -1.629 0.978 -0.910
H8 -3.356 0.943 -1.436
H9 -2.543 -0.929 -2.629
H10 -0.123 -0.819 -1.847
H11 -0.914 -2.417 -1.746
H12 -0.728 -1.304 -0.327

Atom charges from the Löwdin analysis, given in e for atoms 1 to 8: C -0.007; C -0.251; N -0.023; C -0.048; H 0.054; H 0.040; H 0.096; H 0.067

Version C
Density functional theory data (wB97M-V/def2-TZVPD) for a single C5H12N2 molecule.

Computed properties:
spin multiplicity = 1
net charge = 0

Atoms and positions in Å:
C1 -0.468 0.163 2.742
C2 0.407 0.163 1.415
C3 -0.378 0.928 0.297
C4 -0.063 0.373 -1.083
N1 0.911 1.162 -1.776
C5 -0.601 -0.735 -1.582
N2 0.059 -1.460 -2.631
H1 -1.500 0.074 2.413
H2 -0.234 -0.739 3.308
H3 -0.293 1.059 3.322
H4 1.276 0.785 1.621
H5 0.614 -0.888 1.260
H6 -0.204 1.990 0.443
H7 -1.446 0.749 0.448
H8 1.058 0.717 -2.684
H9 1.737 1.176 -1.211
H10 -1.300 -1.346 -1.015
H11 0.876 -1.932 -2.268
H12 -0.450 -2.238 -3.018

Atom charges from the Löwdin analysis, given in e for atoms 1 to 8: C -0.101; C -0.222; C -0.166; C -0.360; N 0.083; C -0.181; N -0.005; H 0.056

version A takes first place; second place is 0.448 eV up.